{"formula": "C4H9NO", "method": "the ωB97M-V functional and the def2-TZVPD basis", "elements": ["C", "C", "C", "C", "N", "O", "H", "H", "H", "H", "H", "H", "H", "H", "H"], "coordinates": [[0.068, -0.313, 0.382], [-1.054, -0.149, -1.932], [0.932, 1.093, 2.042], [-0.950, -0.882, -0.549], [-0.104, 0.734, 1.096], [-1.133, 1.407, 1.096], [2.255, -0.539, 0.443], [-1.324, 0.824, -1.723], [-0.177, -0.217, -2.440], [-1.628, -0.710, -2.667], [1.911, 0.766, 1.834], [1.016, 2.102, 1.872], [0.774, 1.035, 3.089], [-0.685, -1.912, -0.898], [-1.965, -0.667, -0.236]], "atomic_forces_ev_per_a": [[0.78, -0.77, -0.99], [-0.35, -2.00, 1.10], [0.55, 0.88, 0.06], [0.83, -0.27, -2.50], [2.36, -2.44, 0.89], [-2.47, 1.57, -0.02], [-1.99, -0.20, -0.35], [-0.85, 2.11, -0.28], [3.23, 0.49, -1.07], [-1.20, 0.17, 0.54], [0.72, -1.17, -0.48], [0.15, 2.82, -0.21], [-1.10, -0.82, 0.79], [-0.59, 0.50, 1.30], [-0.07, -0.88, 1.25]], "nbo_charge": [0.31, -0.58, -0.44, -0.55, 0.01, -0.54, 0.02, 0.22, 0.20, 0.21, 0.22, 0.22, 0.22, 0.24, 0.26], "e_homo_ev": [-8.7, -8.6], "fmax_ha_per_bohr": 0.068, "de_lowest_kj_mol": 841.8, "e_tot_ha": -287.5118, "homo_lumo_gap_ev": [7.83, 7.71]}

---

{"formula": "C3H4N3", "method": "the ωB97M-V functional and the def2-TZVPD basis", "elements": ["C", "C", "C", "N", "N", "N", "H", "H", "H", "H"], "coordinates": [[-2.009, -0.387, -0.294], [-0.830, 0.988, 0.182], [1.309, -0.421, -0.030], [-1.006, -1.176, -0.288], [-0.089, -0.221, -0.081], [-2.121, 0.798, 0.111], [-0.352, 1.854, 0.261], [1.623, -0.509, 0.969], [1.781, 0.445, -0.400], [1.693, -1.370, -0.431]], "atomic_forces_ev_per_a": [[-7.68, -4.30, -0.69], [-0.64, -1.88, -0.32], [0.76, -1.11, -0.12], [4.81, 0.36, -0.67], [-1.29, -1.40, 0.30], [1.81, 3.08, 0.28], [2.12, 3.73, 0.75], [0.21, 0.17, 1.90], [0.69, 0.91, -0.80], [-0.78, 0.44, -0.64]], "lowdin_spin": [0.91, 0.27, 0.05, 0.28, 0.31, 0.13, 0.01, 0.02, 0.01, 0.00], "e_homo_ev": [-15.5, -17.8], "fmax_ha_per_bohr": 0.172, "de_lowest_kj_mol": 206.6, "spin_multiplicity": 3, "e_tot_ha": -280.4742, "homo_lumo_gap_ev": [9.93, 8.21], "charge": 1}

---

{"formula": "C6H36N2O10", "method": "the ωB97M-V functional and the def2-TZVPD basis", "elements": ["C", "C", "C", "C", "C", "N", "N", "C", "H", "H", "H", "H", "H", "H", "H", "H", "H", "H", "H", "H", "H", "H", "H", "H", "O", "H", "H", "O", "H", "H", "O", "H", "H", "O", "H", "H", "O", "H", "H", "O", "H", "H", "O", "H", "H", "O", "H", "H", "O", "H", "H", "O", "H", "H"], "coordinates": [[-0.834, 2.583, -3.192], [-0.927, 1.395, -2.175], [0.315, 1.418, -1.296], [0.543, 0.256, -0.301], [-0.674, -0.499, 0.159], [-0.466, -0.986, 1.500], [1.572, -0.744, -0.742], [2.781, -0.816, 0.052], [-1.441, 2.339, -4.088], [0.115, 2.960, -3.586], [-1.350, 3.416, -2.696], [-1.782, 1.515, -1.495], [-1.235, 0.530, -2.747], [0.186, 2.378, -0.753], [1.217, 1.540, -1.912], [1.011, 0.822, 0.561], [-0.932, -1.198, -0.656], [-1.449, 0.267, 0.075], [0.504, -0.957, 1.768], [-1.018, -0.643, 2.273], [1.130, -1.624, -0.959], [3.631, -1.072, -0.581], [2.728, -1.621, 0.793], [3.054, 0.145, 0.489], [-3.603, -2.151, 0.764], [-4.004, -2.890, 0.286], [-3.228, -1.594, 0.070], [1.177, 0.472, 3.650], [0.476, 1.073, 3.922], [1.657, 0.176, 4.435], [-0.474, -3.918, -1.028], [-0.123, -4.414, -0.267], [-1.367, -3.755, -0.692], [-0.518, -3.965, 1.790], [-1.412, -4.303, 1.753], [-0.570, -3.000, 1.623], [3.591, 2.738, 0.153], [3.090, 3.005, -0.630], [3.900, 1.879, -0.153], [2.838, -0.296, -3.862], [2.374, -0.492, -3.041], [3.011, 0.626, -4.022], [-1.682, -1.964, -2.394], [-0.998, -2.618, -2.574], [-2.010, -1.615, -3.222], [-3.537, 1.286, 0.933], [-2.691, 1.591, 1.293], [-4.061, 1.244, 1.739], [-1.207, 2.540, 2.865], [-0.436, 2.054, 2.561], [-0.899, 3.455, 2.873], [1.347, 2.874, 2.015], [2.156, 3.391, 1.912], [1.743, 1.993, 2.030]], "atomic_forces_ev_per_a": [[-1.94, 0.06, 0.14], [0.10, 0.90, -0.78], [-0.17, -0.28, -0.26], [2.06, 0.51, 0.31], [-0.47, 1.96, -0.67], [-0.09, -1.49, 0.26], [-0.47, 1.72, -0.53], [0.34, -0.94, -0.54], [0.24, 0.20, 0.43], [0.23, -0.58, 0.56], [0.30, 0.19, -0.39], [-0.01, 0.45, -0.35], [0.90, -0.74, 0.10], [0.33, -0.54, 0.09], [-0.10, -0.18, 0.10], [-0.58, -0.96, -0.54], [0.15, -0.25, 0.94], [-0.49, -0.38, 0.66], [0.10, 0.15, 0.10], [-0.24, 0.19, -0.48], [0.18, -0.26, 0.31], [0.11, -0.10, -0.14], [0.10, 0.33, 0.43], [-0.45, -0.12, 0.26], [0.04, -0.35, -0.22], [0.01, 0.22, 0.10], [-0.03, 0.09, 0.08], [0.28, -0.28, -0.20], [0.10, 0.00, 0.48], [-0.31, 0.25, -0.09], [-0.22, -0.44, 0.42], [0.29, 0.27, -0.19], [0.09, 0.28, -0.35], [0.47, -0.07, -0.10], [-0.34, 0.13, 0.16], [-0.21, 0.05, 0.14], [-0.08, -0.19, -0.65], [-0.14, 0.35, 0.29], [0.31, -0.12, 0.31], [0.27, -1.09, -0.63], [-0.06, 0.74, 0.30], [-0.29, 0.37, 0.54], [-0.33, 0.01, 0.08], [0.00, -0.07, -0.12], [0.09, -0.11, -0.27], [0.36, 0.11, 0.33], [-0.02, 0.16, -0.15], [-0.29, -0.13, -0.10], [-0.45, -0.21, 0.21], [0.07, 0.28, -0.32], [0.03, -0.21, -0.08], [0.68, -0.01, 0.02], [-0.18, 0.31, -0.18], [-0.24, -0.18, 0.17]], "nbo_charge": [-0.62, -0.41, -0.41, -0.03, -0.28, -0.88, -0.69, -0.41, 0.21, 0.21, 0.21, 0.21, 0.20, 0.21, 0.19, 0.17, 0.23, 0.20, 0.38, 0.39, 0.39, 0.20, 0.18, 0.18, -0.95, 0.46, 0.48, -0.97, 0.49, 0.49, -0.98, 0.50, 0.47, -0.99, 0.47, 0.51, -0.94, 0.48, 0.47, -0.97, 0.50, 0.47, -0.97, 0.50, 0.48, -0.95, 0.48, 0.47, -0.96, 0.48, 0.49, -0.98, 0.49, 0.49], "e_homo_ev": -8.6, "fmax_ha_per_bohr": 0.042, "smiles": "CCC[C@@H](CN)NC.O.O.O.O.O.O.O.O.O.O", "de_lowest_kj_mol": 269.3, "e_tot_ha": -1112.0635, "homo_lumo_gap_ev": 8.78}

---

{"formula": "C4H8N3O", "method": "the ωB97M-V functional and the def2-TZVPD basis", "elements": ["C", "C", "N", "N", "C", "C", "O", "N", "H", "H", "H", "H", "H", "H", "H", "H"], "coordinates": [[2.113, -0.360, -0.277], [0.858, -0.647, 0.604], [0.162, -1.704, -0.004], [-0.974, -1.440, -0.376], [-1.366, -0.085, -0.067], [-2.330, 0.802, -0.711], [-2.509, 0.195, 0.588], [-0.067, 0.533, 0.591], [2.253, 0.603, -0.617], [2.451, -0.939, -1.088], [2.964, -0.512, 0.327], [1.019, -0.887, 1.616], [-1.963, 1.769, -0.873], [-2.850, 0.294, -1.448], [-0.163, 0.996, 1.529], [0.404, 1.381, 0.205]], "atomic_forces_ev_per_a": [[0.35, -0.90, 2.17], [1.45, 1.61, -2.01], [-1.30, -1.39, -0.57], [-0.35, 0.15, -0.07], [0.93, 0.75, 0.57], [1.58, -1.95, 0.49], [-0.14, 0.66, 0.32], [0.41, 1.85, 1.06], [-0.45, 2.48, -0.49], [-1.10, -1.54, -1.24], [1.03, 0.00, 1.24], [0.80, -0.45, 1.16], [-0.33, 1.70, 0.35], [-1.39, -0.40, -1.47], [-0.89, -1.49, -0.32], [-0.61, -1.09, -1.19]], "nbo_charge": [-0.67, 0.05, -0.03, -0.07, 0.43, -0.08, -0.39, -0.59, 0.23, 0.28, 0.26, 0.24, 0.21, 0.23, 0.46, 0.45], "e_homo_ev": -15.0, "fmax_ha_per_bohr": 0.057, "smiles": "C[C@@H]1N=N[C@]2(CO2)[NH2+]1", "de_lowest_kj_mol": 545.5, "e_tot_ha": -396.3285, "homo_lumo_gap_ev": 10.79, "charge": 1}